1.
Formula: C14H16O2
Source: the OMol25 dataset
Level of theory: the ωB97M-V functional and the def2-TZVPD basis

F_max   0.066 hartree/bohr
Total charge   0
Gap between HOMO and LUMO   0.3274 Eh
Electronic energy   -693.50448 Eh
SMILES   Cc1ccc(O)cc1.Cc1ccc(O)cc1
Relative energy (zero: lowest compared OMol25 entry of this formula, charge and spin)   136.7 kJ/mol
Highest occupied orbital energy   -8.32 eV

CARTESIAN COORDINATES (ANGSTROEM)
C -3.467 -0.780 0.671
C -1.717 -2.515 0.908
C -2.163 -1.394 0.176
C -0.565 -3.133 0.415
C 0.134 -2.631 -0.712
C -1.569 -1.000 -1.006
C -0.338 -1.478 -1.337
O 1.227 -3.314 -1.117
H -2.165 -2.927 1.793
H -0.201 -4.079 0.785
H -3.938 -1.213 1.564
H -4.127 -0.602 -0.156
H -1.982 -0.113 -1.478
H 2.090 -2.868 -1.202
H 0.349 -0.957 -1.989
H -3.183 0.107 1.248
C 0.778 2.348 -2.235
C 1.552 1.408 1.815
C 2.101 0.614 0.815
C 1.120 2.698 1.496
C 1.968 0.949 -0.527
C 1.035 3.058 0.168
C 1.342 2.151 -0.849
O 1.503 1.014 3.104
H 2.645 -0.268 1.142
H 2.091 0.281 3.328
H 0.611 3.217 2.296
H 2.315 0.253 -1.274
H 0.508 3.988 -0.036
H 1.384 1.654 -2.824
H 0.962 3.327 -2.686
H -0.301 2.206 -2.295

2.
Formula: C45H36Cl2MnN6O5
Source: the OMol25 dataset
Level of theory: the ωB97M-V functional and the def2-TZVPD basis

F_max   0.019 hartree/bohr
Total charge   +1
Gap between HOMO and LUMO (alpha / beta)   0.2176 / 0.2163 Eh
Electronic energy   -4512.48303 Eh
Relative energy (zero: lowest compared OMol25 entry of this formula, charge and spin)   67.0 kJ/mol
Spin multiplicity   5
Highest occupied orbital energy (alpha / beta)   -9.74 / -9.74 eV

CARTESIAN COORDINATES (ANGSTROEM)
Mn 0.344 -0.134 -0.125
Cl -5.060 3.341 3.216
C -3.712 2.745 2.313
C -2.741 3.644 1.849
C -1.665 3.206 1.117
C -1.516 1.837 0.829
O -0.522 1.465 0.061
C -2.473 0.932 1.332
C -2.354 -0.472 1.109
N -1.305 -1.075 0.644
C -1.292 -2.496 0.504
C -2.225 -3.386 0.967
C -2.067 -4.767 0.724
C -0.984 -5.249 0.044
C 0.017 -4.359 -0.410
C 1.190 -4.759 -1.093
C 2.117 -3.828 -1.462
C 1.884 -2.473 -1.160
N 0.787 -2.074 -0.550
C -0.151 -2.988 -0.165
C -3.586 1.405 2.056
H -2.855 4.697 2.070
H -0.913 3.892 0.752
H -3.221 -1.071 1.376
H -3.092 -3.063 1.526
H -2.825 -5.447 1.086
H -0.875 -6.309 -0.146
H 1.340 -5.807 -1.316
H 3.022 -4.091 -1.991
H 2.591 -1.696 -1.424
H -4.330 0.710 2.421
N 1.467 -0.124 1.754
C 2.050 -0.119 2.742
C 2.773 -0.113 3.977
C 2.681 -1.215 4.826
C 3.390 -1.202 6.014
C 4.176 -0.104 6.341
C 4.261 0.990 5.489
C 3.558 0.994 4.297
H 2.065 -2.061 4.557
H 3.331 -2.047 6.685
H 4.728 -0.100 7.271
H 4.875 1.839 5.754
H 3.611 1.837 3.623
C -6.596 1.604 -3.702
C -5.258 2.254 -3.492
C -4.741 2.454 -2.217
C -3.526 3.090 -2.030
C -2.790 3.546 -3.120
N -1.553 4.169 -2.842
C -0.769 4.870 -3.712
O -1.058 5.130 -4.860
N 0.432 5.359 -3.188
C 1.207 4.958 -2.101
C 2.215 5.806 -1.640
C 3.010 5.402 -0.586
C 2.781 4.160 -0.009
N 1.836 3.334 -0.444
C 1.076 3.722 -1.466
C -3.283 3.345 -4.406
C -4.502 2.705 -4.568
H -6.902 1.037 -2.823
H -6.579 0.926 -4.555
H -7.369 2.351 -3.896
H -5.299 2.114 -1.351
H -3.147 3.240 -1.026
H -1.295 4.190 -1.869
H 0.837 6.041 -3.810
H 2.369 6.769 -2.111
H 3.797 6.043 -0.214
H 3.387 3.818 0.822
H 0.360 2.992 -1.817
H -2.723 3.687 -5.259
H -4.873 2.555 -5.575
C 5.804 -1.992 -2.119
C 4.850 -2.082 -3.274
C 4.854 -3.164 -4.139
C 3.963 -3.222 -5.201
Cl 3.989 -4.601 -6.257
C 3.061 -2.201 -5.426
C 3.037 -1.107 -4.568
C 3.926 -1.055 -3.505
O 3.940 -0.057 -2.564
C 3.212 1.132 -2.830
C 1.710 0.931 -2.621
O 0.878 1.240 -3.436
O 1.447 0.323 -1.485
H 6.470 -2.852 -2.102
H 5.276 -1.946 -1.163
H 6.406 -1.085 -2.181
H 5.564 -3.968 -3.994
H 2.375 -2.254 -6.259
H 2.317 -0.319 -4.739
H 3.392 1.501 -3.840
H 3.574 1.851 -2.096

3.
Formula: C4H3NO2
Source: the OMol25 dataset
Level of theory: the ωB97M-V functional and the def2-TZVPD basis

F_max   0.135 hartree/bohr
Total charge   0
Gap between HOMO and LUMO   0.3358 Eh
Electronic energy   -359.34194 Eh
SMILES   N#CC1=COCO1
Relative energy (zero: lowest compared OMol25 entry of this formula, charge and spin)   337.2 kJ/mol
Highest occupied orbital energy   -8.53 eV

CARTESIAN COORDINATES (ANGSTROEM)
C 1.735 0.044 -0.003
C 0.422 0.157 0.192
C -0.533 1.102 0.017
C -1.647 -0.748 0.050
H -0.566 2.121 0.007
H -1.964 -1.258 1.026
H -2.118 -1.039 -0.814
N 2.855 -0.043 -0.045
O -1.686 0.676 -0.083
O -0.214 -1.031 -0.097

4.
Formula: C4H13NO2
Source: the OMol25 dataset
Level of theory: the ωB97M-V functional and the def2-TZVPD basis

F_max   0.087 hartree/bohr
Total charge   0
Gap between HOMO and LUMO   0.3470 Eh
Electronic energy   -365.34961 Eh
SMILES   C=CCCN.O.O
Relative energy (zero: lowest compared OMol25 entry of this formula, charge and spin)   243.8 kJ/mol
Highest occupied orbital energy   -8.87 eV

CARTESIAN COORDINATES (ANGSTROEM)
C -1.559 -0.696 0.656
C -0.133 -0.285 0.379
C 0.893 -1.143 -0.229
C 1.386 -0.880 -1.486
N -2.220 0.392 1.357
H -1.942 -0.932 -0.396
H -1.723 -1.558 1.358
H -0.118 0.625 -0.322
H 0.316 0.011 1.382
H 1.112 -2.090 0.299
H 1.509 0.212 -1.596
H 1.900 -1.691 -2.006
H -3.225 0.312 1.393
H -2.065 1.284 0.862
H -1.342 2.256 -1.479
H -2.729 2.798 -1.181
O -2.290 1.880 -1.413
H 4.282 0.571 0.519
H 4.086 -0.995 0.812
O 3.859 -0.071 1.091

5.
Formula: C5H9NO
Source: the OMol25 dataset
Level of theory: the ωB97M-V functional and the def2-TZVPD basis

F_max   0.009 hartree/bohr
Total charge   0
Gap between HOMO and LUMO   0.3319 Eh
Electronic energy   -325.72827 Eh
Relative energy (zero: lowest compared OMol25 entry of this formula, charge and spin)   549.5 kJ/mol
Highest occupied orbital energy   -8.21 eV

CARTESIAN COORDINATES (ANGSTROEM)
O 2.475 -0.075 -1.706
C 1.166 0.182 -1.267
C -1.480 -1.001 -0.343
C -0.594 -0.031 0.282
C -1.305 0.953 1.119
N -1.470 -0.484 1.384
C 0.890 -0.195 0.191
H 2.574 -1.035 -1.741
H 0.989 1.256 -1.399
H 0.421 -0.354 -1.875
H -2.403 -0.480 -0.658
H -2.217 1.429 0.768
H -0.715 1.525 1.836
H -0.931 -0.874 2.154
H 1.447 0.432 0.896
H 1.153 -1.249 0.358

6.
Formula: C4HNO4
Source: the OMol25 dataset
Level of theory: the ωB97M-V functional and the def2-TZVPD basis

F_max   0.092 hartree/bohr
Total charge   0
Gap between HOMO and LUMO   0.3257 Eh
Electronic energy   -508.55546 Eh
Relative energy (zero: lowest compared OMol25 entry of this formula, charge and spin)   345.2 kJ/mol
Highest occupied orbital energy   -9.72 eV

CARTESIAN COORDINATES (ANGSTROEM)
C -0.055 1.481 1.048
C 1.404 1.108 0.409
C -1.071 1.040 0.344
C 2.131 2.204 0.367
N 1.737 -0.258 0.007
O -2.039 0.740 -0.242
O 2.767 3.173 0.260
O 2.912 -0.432 -0.223
O 0.879 -1.131 -0.155
H -0.092 1.969 1.969